(1)
Here is a structure of composition C18H29F3NO5P2PdS in a non-equilibrium geometry from OMol25. Energies are from ωB97M-V with the def2-TZVPD basis set.

Geometry as XYZ:
```
60
Properties=species:S:1:pos:R:3:forces:R:3:lowdin_charge:R:1
Pd -0.2131 -0.1968 0.0013 -0.709 0.630 2.156 0.553
S 2.9766 1.2788 1.7051 0.365 0.349 -0.084 0.513
P 0.8062 -2.1288 0.7587 0.834 -0.573 0.225 0.805
P -0.4792 1.6232 -1.4528 -0.468 0.149 1.219 0.803
F 3.4188 1.3949 4.3309 -0.851 0.140 -0.608 0.130
F 1.4801 0.5245 3.7773 0.494 0.633 -0.105 0.084
F 1.7809 2.6947 3.6451 0.401 -0.814 -0.110 0.110
O 1.7145 1.3158 0.9337 0.352 -0.183 0.264 -0.427
O 3.6013 -0.0407 1.7179 -0.324 0.705 -0.104 -0.336
O -3.3488 -0.0447 -1.0314 0.104 -0.252 0.169 -0.128
O -2.8622 0.0165 -3.4122 0.330 0.000 0.479 0.069
O 3.8340 2.4239 1.4818 -0.598 -0.846 0.121 -0.283
N 0.8830 -0.8627 -1.8637 0.953 -0.546 -0.515 0.024
C -2.6491 1.5224 3.8548 0.079 0.396 0.133 -0.026
C 1.8407 -1.7933 -1.7751 -0.381 0.568 0.255 -0.273
C -1.9719 2.6273 -1.3491 -0.202 0.277 -0.563 -0.224
C 1.1272 -0.7873 -4.2385 -0.053 0.307 -0.211 0.018
C -1.0179 1.8056 2.0852 -0.715 1.964 1.822 -0.106
C -0.4378 0.7835 -3.0268 2.617 0.281 -0.440 -0.227
C 2.1156 -1.7633 -4.1687 0.143 -0.106 0.217 -0.012
C -2.9257 0.2363 3.3858 0.218 -1.436 -0.925 -0.046
C 2.2165 -2.3094 -0.3971 -0.254 -0.048 -0.274 -0.240
C -2.2523 -0.2662 2.2551 -1.904 0.237 2.057 -0.112
C 0.5391 -0.3044 -3.0555 -0.340 -0.191 0.128 -0.309
C 1.5706 -2.2667 2.3796 0.086 -0.239 0.265 -0.229
C 2.4970 -2.2599 -2.9221 -0.235 0.057 -0.455 0.034
C 2.3887 1.4960 3.4667 0.055 -0.096 0.271 -0.599
C -1.6969 2.3115 3.2055 0.979 0.225 -0.834 -0.034
C 0.8964 2.7787 -1.4329 0.276 0.347 -0.677 -0.220
C -0.1569 -3.6507 0.5481 -0.033 -0.069 0.006 -0.253
C -1.3173 0.5370 1.6304 1.447 -1.088 -2.060 -0.259
H 3.2639 -3.0182 -2.7939 -0.063 0.141 -0.240 0.132
H -1.8085 0.2719 -3.2676 -1.378 -0.434 -0.290 0.049
H -2.8965 -0.8466 -3.8540 -0.030 0.055 0.031 0.132
H -3.2586 -0.0648 -2.3240 0.047 -0.092 0.274 0.073
H 0.4656 -4.5237 0.7920 -0.255 0.160 -0.067 0.056
H 1.8053 -3.3219 2.5766 -0.017 0.247 0.089 0.062
H -2.4384 -1.2735 1.8858 -0.166 0.168 0.088 0.085
H 0.9071 3.2786 -0.4580 0.022 -0.130 -0.218 0.058
H 2.5990 -2.1280 -5.0718 -0.120 0.098 0.152 0.125
H -0.2511 2.3927 1.5867 -0.120 -0.015 0.166 0.080
H -3.1672 1.9164 4.7341 0.126 -0.180 -0.354 0.125
H 0.8161 -0.3356 -5.1788 0.169 -0.231 0.077 0.128
H -2.4408 -0.4362 -0.5542 -0.789 -0.008 -0.612 -0.002
H -1.4570 3.3136 3.5607 -0.132 -0.269 0.042 0.119
H 0.7712 3.5052 -2.2473 0.179 -0.004 0.207 0.064
H 0.8619 -1.8879 3.1229 0.209 -0.138 -0.004 0.048
H -1.5127 -1.1861 -0.3579 -0.164 -0.324 -0.200 0.010
H 2.4854 -1.6558 2.3985 -0.400 -0.163 0.051 0.028
H -4.1139 -0.1198 -0.4416 0.105 -0.054 -0.385 0.104
H -1.9118 3.2236 -0.4313 0.019 -0.084 -0.217 0.058
H -0.5227 -3.7151 -0.4845 0.033 -0.030 0.275 0.044
H 3.0307 -1.7065 0.0392 -0.138 -0.066 -0.207 0.095
H 1.8385 2.2290 -1.5453 -0.217 0.191 0.100 0.061
H -0.3884 1.4597 -3.8801 -0.334 -0.322 -0.481 0.115
H 2.5237 -3.3615 -0.4442 0.159 0.221 -0.092 0.105
H -2.8615 1.9879 -1.3000 0.388 0.395 0.000 0.027
H -1.0161 -3.5960 1.2306 0.181 -0.155 -0.217 0.047
H -3.6637 -0.3825 3.8961 0.200 0.152 -0.036 0.112
H -2.0177 3.2855 -2.2257 -0.183 0.090 0.247 0.062
```
Forces are in eV/Å.

Summary:
multiplicity = 5
<S²> = 6.0588
orbital gap (alpha / beta) = 6.02 / 5.15 eV
maximum force = 2.8 eV Å⁻¹
LUMO level (alpha / beta) = -2.9 / -6.6 eV
total charge = +1

(2)
Here is a structure of composition C31H52LuNOSi4 in a non-equilibrium geometry from OMol25. Energies are from ωB97M-V with the def2-TZVPD basis set.

Geometry as XYZ:
```
90
Properties=species:S:1:pos:R:3:forces:R:3:lowdin_charge:R:1
Lu -0.1596 -0.1597 -0.2183 -0.095 -0.517 2.699 1.525
Si 0.1634 0.4718 3.3947 -0.448 -0.093 -1.066 0.394
Si 1.7519 1.9880 4.2201 -0.651 -0.647 -0.224 0.290
Si 0.4082 -1.3948 4.7785 -0.166 0.899 -0.451 0.285
Si -1.8683 1.4887 3.8457 1.230 -0.458 0.135 0.254
O -3.0363 1.6204 -2.6114 0.527 -0.298 -1.875 0.095
N -1.5210 1.5998 -4.4218 -0.917 0.493 -0.621 0.053
C -1.3768 -0.0071 -2.5468 -0.329 0.940 -0.460 -0.113
C 3.4142 0.8324 -5.5056 -0.236 -0.024 0.099 -0.085
C -0.2847 -2.5137 0.5243 -0.510 0.102 0.295 -0.195
C -2.1047 1.1314 -3.2465 -0.332 0.299 1.907 -0.443
C -2.0843 2.8514 2.5571 -0.501 0.238 0.099 -0.238
C 2.1590 -0.0121 0.5344 0.645 0.542 -0.115 -0.236
C 0.9917 0.6583 -5.3735 0.384 0.203 0.030 -0.055
C 1.7864 0.2050 -1.7144 0.376 0.142 -0.290 -0.215
C -3.2599 0.2342 3.6714 -0.473 0.216 0.070 -0.226
C -2.2953 -1.5819 -0.1122 0.327 -0.176 -0.188 -0.129
C -0.3383 -2.5314 -0.8991 -0.789 -0.331 -0.134 -0.157
C -1.2089 -2.2038 -3.7914 -0.047 -0.127 -0.153 -0.032
C 1.5002 1.4637 -1.1058 0.576 -0.057 0.079 -0.198
C 2.1288 2.5956 -4.4585 0.076 -0.351 -0.052 -0.058
C -3.4619 -1.4688 -2.9382 0.058 0.058 0.002 -0.023
C -1.4859 -1.9034 1.0050 0.038 -0.807 -0.060 -0.205
C -1.9438 -1.4615 -2.6705 -0.029 0.305 0.029 -0.467
C 0.9493 1.8776 -4.6883 0.325 -0.173 -0.359 -0.241
C 1.3501 3.7401 3.6421 0.308 0.243 0.082 -0.232
C -1.9146 2.2304 5.5831 -0.598 0.279 -0.014 -0.227
C 0.0979 -1.0114 6.6014 0.124 -0.403 0.230 -0.217
C -0.3421 2.4676 -4.1896 -0.032 -0.092 0.239 -0.129
C 2.2305 0.1342 -5.7756 -0.069 0.288 0.099 -0.078
C 2.1844 -1.9751 4.5131 0.021 -0.480 0.346 -0.236
C 2.1821 -0.7010 -0.7023 0.833 0.262 -0.053 -0.201
C 3.4587 1.5194 3.5686 0.326 0.356 0.083 -0.228
C 3.3608 2.0661 -4.8417 -0.209 -0.075 -0.123 -0.073
C 1.8699 2.0451 6.1041 0.216 0.247 0.112 -0.224
C -0.7537 -2.8140 4.3430 0.076 -0.343 0.086 -0.227
C 1.7371 1.3361 0.2842 0.804 -0.209 -0.121 -0.225
C -1.5962 -1.9887 -1.2953 0.394 -0.018 0.638 -0.289
H -0.3130 -0.0063 -2.8385 -0.361 0.008 0.294 0.092
H 2.3220 -2.9013 5.0918 0.220 0.117 -0.138 0.027
H 2.4950 2.9144 6.3622 -0.080 -0.175 0.096 0.028
H -1.4246 -3.2804 -3.7408 0.012 0.273 0.011 0.102
H 0.1177 -1.9732 7.1371 -0.027 0.208 0.093 0.026
H 2.4774 -0.4068 1.5005 -0.378 0.135 -0.377 0.087
H 2.5257 -1.7250 -0.8648 -0.242 0.423 0.121 0.120
H 0.0544 0.1501 -5.6135 0.381 0.091 0.180 0.101
H -1.8134 -2.5311 4.3933 0.235 -0.034 0.000 0.015
H 2.9271 -1.2424 4.8548 -0.212 -0.159 -0.051 0.010
H 0.4985 -2.9285 1.1542 -0.137 0.197 -0.205 0.110
H -3.2946 -1.1350 -0.0959 0.492 -0.092 0.083 0.125
H -3.8963 -2.4451 -2.6893 0.156 0.208 0.006 0.100
H -0.5899 -3.6252 5.0690 -0.106 0.079 -0.160 0.031
H 4.3778 0.4226 -5.8186 -0.344 0.124 0.128 0.105
H -3.4120 -0.0539 2.6223 0.039 0.037 0.193 0.012
H 0.8993 2.1686 6.6011 0.195 -0.065 -0.168 0.017
H 3.7280 0.4759 3.7725 -0.109 0.216 -0.017 0.010
H -2.9082 2.6848 5.7175 0.162 0.031 0.225 0.023
H -2.9804 3.4345 2.8191 0.138 0.052 -0.241 0.027
H -3.6523 -1.2878 -4.0061 0.029 0.056 0.260 0.091
H -0.2487 2.6659 -3.1041 -0.063 0.008 -0.446 0.116
H -3.9760 -0.6825 -2.3698 0.081 -0.319 -0.093 0.081
H -0.5113 3.4478 -4.6623 -0.068 -0.344 0.141 0.141
H -4.1867 0.7062 4.0307 0.013 -0.240 -0.117 0.028
H 4.1979 2.1646 4.0668 0.038 -0.162 -0.158 0.030
H 3.5434 1.6877 2.4877 -0.001 -0.036 0.186 0.012
H 1.2823 2.3850 -1.6418 -0.052 -0.248 0.229 0.093
H 2.2564 -0.8180 -6.3096 0.062 0.299 0.151 0.105
H 1.8577 0.0415 -2.7888 -0.215 -0.101 0.295 0.099
H 2.3576 1.1499 6.5113 -0.094 0.182 -0.103 0.018
H 2.0639 3.5729 -3.9731 0.132 -0.288 -0.050 0.121
H -1.5673 0.3852 -1.4941 -0.375 -0.285 -1.447 0.081
H 2.1168 4.4063 4.0670 -0.190 0.030 -0.153 0.029
H -1.2292 3.5377 2.5096 -0.181 -0.220 0.053 0.004
H -3.0912 -0.6750 4.2630 0.006 0.244 -0.106 0.012
H -1.1634 3.0177 5.7314 -0.134 -0.196 -0.099 0.014
H -2.2389 2.4241 1.5545 0.019 0.061 0.219 0.007
H 0.8624 -0.3634 7.0450 -0.195 -0.115 -0.131 0.007
H -1.7533 -1.7575 2.0492 0.147 -0.042 -0.382 0.065
H -0.1189 -2.0739 -3.7522 -0.223 -0.008 0.094 0.081
H 4.2765 2.6191 -4.6282 -0.244 -0.174 -0.109 0.108
H -0.5524 -3.2202 3.3438 -0.058 0.066 0.189 0.007
H 1.6855 2.1368 1.0204 -0.169 -0.398 -0.214 0.077
H 0.4034 -2.9474 -1.5760 -0.143 0.139 0.233 0.115
H -1.5558 -1.8394 -4.7674 0.133 -0.050 0.169 0.086
H 2.3808 -2.2042 3.4560 -0.076 0.080 0.213 0.017
H -0.8860 -0.5546 6.7732 0.223 -0.117 -0.120 0.016
H -1.7803 1.4738 6.3676 -0.002 0.143 -0.249 0.013
H -2.2148 2.0752 -4.9964 0.136 0.063 0.312 0.140
H 0.3682 4.0916 3.9851 0.229 -0.128 -0.033 0.013
H 1.3876 3.8396 2.5491 -0.037 -0.007 0.194 0.015
```
Forces are in eV/Å.

Summary:
orbital gap = 5.52 eV
maximum force = 2.7 eV Å⁻¹
LUMO level = -0.2 eV

(3)
Here is a cluster of 3 separate species, C4H12NO2 in total in a non-equilibrium geometry from OMol25. Energies are from ωB97M-V with the def2-TZVPD basis set.

Geometry as XYZ:
```
19
Properties=species:S:1:pos:R:3:forces:R:3:lowdin_charge:R:1
O 3.6031 -0.9534 -0.4441 1.304 0.867 1.447 -0.472
O 1.8381 0.6220 -1.0668 -1.543 1.269 1.193 -0.214
N -2.8023 0.4399 0.4565 2.169 0.556 -2.507 -0.026
C 1.2625 1.0421 0.2001 0.625 -0.129 -1.823 -0.308
C -0.6530 -0.5215 -0.4116 -0.687 -1.945 1.537 -0.275
C 0.1612 0.1405 0.6806 -1.871 0.540 -0.214 -0.266
C -2.1303 -0.8193 -0.0042 0.811 1.810 -0.129 -0.363
H -1.3735 1.3537 -0.1748 -3.872 -1.139 1.159 0.284
H -2.4328 -1.3005 -0.9130 -1.292 0.162 -0.765 0.077
H 4.1819 -0.4573 0.2300 -1.378 -1.077 -1.632 -0.065
H -0.6376 0.7614 1.1733 1.072 -0.298 0.578 0.074
H -0.5878 -0.0470 -1.3832 -0.156 0.040 -0.227 0.107
H 0.6766 2.0021 0.1616 1.220 0.023 -0.736 0.091
H 0.4793 -0.6409 1.3084 0.499 -0.858 1.150 0.095
H -3.6332 0.5220 -0.1808 1.005 0.567 0.493 0.015
H 2.0665 1.1338 0.9406 -0.183 0.113 0.095 0.100
H -2.2668 -1.6006 0.7359 0.501 -0.003 0.652 0.089
H -0.3690 -1.5567 -0.4222 1.335 -0.564 -1.094 0.099
H 2.6171 -0.1200 -0.8864 0.441 0.066 0.822 -0.042
```
Forces are in eV/Å.

Summary:
orbital gap = 6.47 eV
maximum force = 4.2 eV Å⁻¹
LUMO level = 2.8 eV
total charge = -1

(4)
Here is a cluster of 2 separate species, C3H4NOS in total in a non-equilibrium geometry from OMol25. Energies are from ωB97M-V with the def2-TZVPD basis set.

Geometry as XYZ:
```
10
Properties=species:S:1:pos:R:3:forces:R:3:lowdin_charge:R:1
S 2.7017 -0.5057 -0.3494 -0.980 0.344 0.017 0.457
O 0.2380 -1.1281 0.5562 -0.098 0.082 1.142 -0.229
N -2.2598 -0.5873 -0.1636 1.612 -0.842 0.743 0.058
C 0.8780 -0.0595 0.4459 0.045 -0.395 -2.580 -0.810
C -3.2733 -0.2648 -0.5449 -3.349 1.112 -1.271 -0.173
C 0.4565 1.2372 0.3401 -0.868 -1.020 1.786 -0.112
H -1.3827 -0.9308 0.1871 1.842 -0.183 0.455 -0.012
H -0.4997 1.4427 0.8780 0.702 -0.069 -0.692 0.034
H 2.1215 -1.2558 -1.3367 0.279 0.377 0.616 -0.200
H 1.0198 2.0522 -0.0126 0.816 0.593 -0.216 -0.015
```
Forces are in eV/Å.

Summary:
orbital gap = 7.35 eV
maximum force = 3.8 eV Å⁻¹
LUMO level = 3.6 eV
total charge = -1

(5)
Here is a structure of composition C5H3NO3Pt in a non-equilibrium geometry from OMol25. Energies are from ωB97M-V with the def2-TZVPD basis set.

Geometry as XYZ:
```
13
Properties=species:S:1:pos:R:3:forces:R:3:lowdin_charge:R:1
Pt 0.0002 0.7963 -1.2850 -0.015 1.000 -1.301 1.337
O -0.0003 3.0316 -3.6602 0.000 -2.716 2.822 0.249
O 3.1024 0.8081 -1.2070 -5.232 -0.092 -0.112 0.250
O -3.1006 0.8070 -1.2063 4.916 -0.087 -0.109 0.253
N 0.0010 -0.4932 0.2774 -0.002 -2.765 3.399 -0.027
C -1.9473 0.7872 -1.2262 -8.653 0.031 0.219 -0.149
C -0.0005 2.2275 -2.8467 -0.003 4.055 -4.414 -0.078
C 0.0007 -1.0939 1.2679 -0.002 0.628 -0.653 -0.091
C -0.0002 -1.7848 2.5347 0.002 -0.174 0.259 0.023
C 1.9460 0.7882 -1.2264 8.988 0.039 0.222 -0.147
H -0.8911 -1.4954 3.1081 0.147 -0.048 -0.160 0.127
H 0.8992 -1.5096 3.1016 -0.149 -0.046 -0.158 0.127
H -0.0095 -2.8690 2.3681 0.002 0.174 -0.013 0.127
```
Forces are in eV/Å.

Summary:
multiplicity = 3
<S²> = 2.0051
orbital gap (alpha / beta) = 6.36 / 6.84 eV
maximum force = 9.0 eV Å⁻¹
LUMO level (alpha / beta) = -10.5 / -14.0 eV
total charge = +2

(6)
Here is a structure of composition C7H17IrO3 in a non-equilibrium geometry from OMol25. Energies are from ωB97M-V with the def2-TZVPD basis set.

Geometry as XYZ:
```
28
Properties=species:S:1:pos:R:3:forces:R:3:lowdin_charge:R:1
Ir 1.3755 -1.9896 0.3110 1.099 1.589 -0.130 1.868
O 2.7063 -3.4403 0.6202 -0.487 0.912 -0.222 -0.363
O 0.1064 -3.4893 0.4908 -0.930 -1.009 -0.066 -0.272
O -0.3129 -0.9188 0.4326 1.085 -0.354 -0.003 -0.339
C 0.7044 -4.6324 1.1064 0.761 -1.527 0.592 -0.076
C 2.1003 -4.7406 0.5401 -0.658 -1.448 -0.051 -0.089
C -1.4732 -1.7438 0.3617 -3.450 -0.284 0.527 -0.135
C -1.1666 -3.0732 0.9954 -1.846 0.630 0.493 -0.088
C -0.5399 0.4478 0.0634 0.101 2.105 -0.251 0.044
C 4.1234 -3.4433 0.4179 2.186 0.363 -0.008 0.032
C -4.2539 -0.4950 1.6119 -0.733 0.322 0.313 0.093
H -1.1055 -2.9882 2.0914 0.135 -0.153 -0.160 0.176
H -0.9140 0.4979 -0.9672 0.012 -0.169 0.148 0.148
H -1.7831 -1.8375 -0.6882 0.366 0.035 -0.100 0.174
H 2.0886 -5.0580 -0.5122 0.138 0.095 0.121 0.179
H -3.9387 0.4736 2.0044 0.183 -0.248 -0.151 0.020
H 4.4655 -2.4052 0.4677 -0.050 -0.221 0.001 0.125
H -4.8959 -0.4591 0.7301 0.367 -0.123 0.025 0.029
H -2.4909 -1.2315 0.8654 1.946 -0.697 -0.485 0.157
H -1.9373 -3.8088 0.7330 0.152 0.073 0.015 0.188
H 0.1258 -5.5354 0.8738 0.004 0.178 0.020 0.190
H -4.5295 -1.2355 2.3648 0.296 0.012 -0.229 0.023
H 0.4111 0.9818 0.1522 -0.173 -0.146 -0.034 0.126
H 2.6873 -5.4550 1.1314 -0.016 0.172 -0.122 0.184
H 0.7304 -4.4797 2.1956 -0.164 0.031 -0.166 0.176
H 4.5986 -4.0305 1.2132 -0.197 0.079 -0.135 0.145
H -1.2683 0.8861 0.7557 0.053 -0.237 -0.082 0.140
H 4.3550 -3.8702 -0.5663 -0.181 0.019 0.141 0.146
```
Forces are in eV/Å.

Summary:
multiplicity = 6
<S²> = 8.7639
orbital gap (alpha / beta) = 5.50 / 5.09 eV
maximum force = 3.5 eV Å⁻¹
LUMO level (alpha / beta) = -12.7 / -17.2 eV
total charge = +3